Below is an isolated ion of composition C5H11N2 and charge +1, with properties calculated with ωB97M-V/def2-TZVPD.

```
! wB97M-V def2-TZVPD RIJCOSX def2/J DEFGRID3
* xyz 1 1
C 2.65583 0.52886 0.81257
N 1.39191 0.38922 0.56197
C 1.25293 -0.44713 -0.58801
C 0.16562 -0.58440 -1.37968
C -1.19473 0.02100 -1.12002
C -1.85450 -0.27579 0.16904
N -1.12499 0.34946 1.35129
H 3.54202 -0.13339 0.33583
H 3.04772 1.21441 1.54652
H 2.12832 -0.89345 -1.10327
H 0.38051 -1.12319 -2.35447
H -1.78494 -0.40151 -1.95495
H -1.31542 1.10098 -1.61546
H -2.89699 0.03706 0.03598
H -1.71443 -1.29267 0.54543
H -0.00908 0.26540 1.08371
H -1.25530 -0.04038 2.24950
H -1.41449 1.28552 1.42401
*
```

Computed properties:
- energy above the lowest of the compared OMol25 structures with the same formula, charge and spin (kJ/mol) = 230.0
- SMILES = C=N/C=C\CC[NH3+]
- HOMO-LUMO gap (eV) = 9.632
- lowest unoccupied orbital energy (eV) = -3.72
- E_tot (eV) = -8334.7351



Below is a 5-piece molecular cluster, C16H35ClNO4S5 overall, with properties calculated with ωB97M-V/def2-TZVPD.

```
! wB97M-V def2-TZVPD RIJCOSX def2/J DEFGRID3
* xyz 1 1
S -2.13600 -0.35917 0.28019
C -3.02448 0.96988 -0.54515
C -3.55963 2.05438 0.37956
C -4.70705 2.86273 -0.24764
C -5.92397 2.04128 -0.54652
C -6.80351 1.75347 0.46445
N -7.91558 1.02740 0.24898
C -8.23745 0.53522 -0.95721
C -7.40674 0.76761 -2.01158
C -6.24597 1.51817 -1.81047
Cl -5.19465 1.74057 -3.12165
H -3.18909 -0.91656 0.88629
H -3.81768 0.52445 -1.14416
H -2.28288 1.37176 -1.23360
H -3.90850 1.61462 1.31700
H -2.76754 2.76099 0.62172
H -4.37110 3.35800 -1.15592
H -4.99875 3.64501 0.45459
H -6.64795 2.10433 1.47457
H -8.53559 0.85127 1.02841
H -9.14724 -0.03742 -1.05162
H -7.63081 0.36254 -2.98575
C 1.54550 -0.33693 -1.16053
S 1.07687 1.36285 -1.42543
O -0.33370 1.35989 -1.93350
C 2.12649 1.64210 -2.84975
H 0.96000 -0.71754 -0.32584
H 1.32698 -0.91435 -2.05931
H 2.60407 -0.39334 -0.90672
H 1.87076 0.92644 -3.63045
H 3.16720 1.53090 -2.54787
H 1.95041 2.65621 -3.20203
C -1.64086 2.77582 -3.98420
S -1.34679 3.76124 -5.46085
O -0.19720 3.13989 -6.15807
C -0.71644 5.20622 -4.59882
H -1.99280 1.79774 -4.30735
H -0.71307 2.65710 -3.42512
H -2.40035 3.26145 -3.36858
H 0.14976 4.92059 -4.00245
H -1.50083 5.62742 -3.96967
H -0.42320 5.93203 -5.35386
C 4.51133 -3.81756 1.57258
S 3.44251 -2.39273 1.47323
O 4.03911 -1.46408 0.46719
C 3.86155 -1.73524 3.08820
H 4.43452 -4.35895 0.63137
H 5.53723 -3.48836 1.73043
H 4.18953 -4.44852 2.39778
H 4.93474 -1.55036 3.12875
H 3.56652 -2.45433 3.85242
H 3.31831 -0.80150 3.21836
C 6.85622 -5.96072 6.22000
S 6.24239 -4.47567 5.42522
O 5.24431 -4.91983 4.41079
C 7.74828 -4.09431 4.52646
H 6.03816 -6.38355 6.79856
H 7.17936 -6.66958 5.45833
H 7.68020 -5.70022 6.88373
H 8.00881 -4.93544 3.88449
H 8.54850 -3.88546 5.23589
H 7.55778 -3.20981 3.92210
*
```

Computed properties:
- HOMO-LUMO gap (eV) = 5.825
- lowest unoccupied orbital energy (eV) = -4.44
- E_tot (eV) = -93529.3981



Below is one molecule with the formula C7H7F, with properties calculated with ωB97M-V/def2-TZVPD.

```
! wB97M-V def2-TZVPD RIJCOSX def2/J DEFGRID3
* xyz 0 1
F 2.49423 -1.43366 0.46849
C 1.23388 -1.60491 -0.19890
C 0.31950 -0.25139 -0.23725
C 0.26491 0.61019 0.84065
C -0.72666 1.58404 0.98401
C -1.74538 1.52228 0.18470
C -1.81526 0.60561 -0.91705
C -0.72862 -0.27718 -1.29629
H 1.68888 -2.14468 -1.24693
H 0.53832 -2.40785 0.45088
H 0.97988 0.52414 1.87386
H -0.67006 2.16542 1.91594
H -2.48219 2.28575 0.34218
H -2.60564 0.36242 -1.53174
H -0.71153 -1.01404 -2.17981
*
```

Computed properties:
- energy above the lowest of the compared OMol25 structures with the same formula, charge and spin (kJ/mol) = 242.7
- SMILES = FCc1ccccc1
- HOMO-LUMO gap (eV) = 10.229
- lowest unoccupied orbital energy (eV) = 0.92
- E_tot (eV) = -10086.9868



Below is C4H8BN as an isolated structure, with properties calculated with ωB97M-V/def2-TZVPD.

```
! wB97M-V def2-TZVPD RIJCOSX def2/J DEFGRID3
* xyz 0 1
B 0.71864 0.34337 -0.18579
C -0.04049 -0.26888 -1.29820
C -1.08052 -1.05416 -0.93602
C -1.39076 -1.17988 0.48498
C 1.48638 1.62268 0.12245
N -0.23111 -0.76940 1.26135
H 0.03619 0.04079 -2.37758
H -1.64305 -1.69390 -1.68208
H -2.33378 -0.45302 0.70802
H -1.65708 -2.19749 0.81493
H 0.99584 1.93361 1.04983
H 1.36441 2.38530 -0.68291
H 2.58496 1.66894 0.42921
H -0.63164 -0.37478 2.04336
*
```

Computed properties:
- energy above the lowest of the compared OMol25 structures with the same formula, charge and spin (kJ/mol) = 277.3
- HOMO-LUMO gap (eV) = 8.355
- lowest unoccupied orbital energy (eV) = 0.19
- E_tot (eV) = -6441.6945



Below is one molecule with the formula C7H13NO2S, with properties calculated with ωB97M-V/def2-TZVPD.

```
! wB97M-V def2-TZVPD RIJCOSX def2/J DEFGRID3
* xyz 0 1
C -0.05800 -2.48510 0.74744
N -0.39897 -1.51156 -0.34009
C 0.61768 -1.30297 -1.35897
S 1.72782 0.09330 -0.80966
C 0.30706 1.03358 -0.26217
C 0.64926 1.90384 1.00685
C -0.27494 1.92268 -1.36846
C -0.75151 -0.21137 0.24919
C -2.22615 0.13879 -0.00413
O -2.81660 1.13135 0.38537
O -2.90300 -0.88764 -0.60805
H 0.93819 -2.21007 1.24460
H -0.76565 -2.61271 1.48989
H 0.27868 -3.41427 0.24365
H 1.09473 -2.21697 -1.45203
H -0.02220 -1.11648 -2.17784
H 1.00354 1.31928 1.86737
H -0.11983 2.63990 1.07109
H 1.51040 2.40503 0.70219
H 0.27434 2.91437 -1.51050
H -1.34030 1.95877 -1.38539
H -0.23281 1.53116 -2.38991
H -0.44071 -0.11248 1.23061
H -2.27192 -1.47833 -0.90963
*
```

Computed properties:
- energy above the lowest of the compared OMol25 structures with the same formula, charge and spin (kJ/mol) = 166.2
- SMILES = CN1CSC(C)(C)[C@H]1C(=O)O
- HOMO-LUMO gap (eV) = 9.766
- lowest unoccupied orbital energy (eV) = 0.59
- E_tot (eV) = -23888.8010



Below is C3H7N3O as an isolated structure, with properties calculated with ωB97M-V/def2-TZVPD.

```
! wB97M-V def2-TZVPD RIJCOSX def2/J DEFGRID3
* xyz 0 1
C -0.50636 1.43430 -0.92731
C -0.26331 -1.68388 -0.07330
N 0.03457 0.94945 0.32681
C 0.10273 -0.70767 1.01125
N 1.99508 -0.38273 0.80443
N 1.97587 0.68109 0.36358
O -0.20292 -0.77735 2.16488
H -0.12076 1.59383 1.09857
H -1.60062 1.46482 -0.90780
H -0.19632 0.77266 -1.73702
H -0.13960 2.44057 -1.14836
H 0.26758 -1.47176 -0.99842
H -1.33784 -1.62605 -0.24491
H -0.00808 -2.68728 0.26758
*
```

Computed properties:
- energy above the lowest of the compared OMol25 structures with the same formula, charge and spin (kJ/mol) = 348.4
- HOMO-LUMO gap (eV) = 8.703
- lowest unoccupied orbital energy (eV) = 0.36
- E_tot (eV) = -9739.4221